No. 1
19
Properties=species:S:1:pos:R:3 method="wB97M-V/def2-TZVPD" e_tot_ev=-10483.806 spin_multiplicity=1 de_lowest_kcal_mol=30.7
O 3.1583 -0.9313 2.4204
O 0.2027 1.2021 1.9177
O 2.2625 -3.2382 -2.5649
C 0.2648 1.2264 0.7076
C -1.7748 -0.2203 0.6728
C -1.7488 1.8804 -0.7347
C -0.8206 0.6943 -0.1499
H -2.7865 1.6828 -0.4521
H 3.1571 -1.3229 1.5604
H 1.1550 1.7946 0.3260
H 2.9271 -0.0005 2.2912
H -1.5240 1.8428 -1.8388
H -1.2413 -0.4763 1.6196
H 1.5034 -3.4331 -2.0213
H 1.8090 -3.2351 -3.3750
H -2.0557 -1.0350 0.0276
H -0.4231 0.2508 -1.0708
H -1.4312 2.8917 -0.3017
H -2.6339 0.4267 0.9661


No. 2
19
Properties=species:S:1:pos:R:3 method="wB97M-V/def2-TZVPD" e_tot_ev=-10483.931 spin_multiplicity=1 de_lowest_kcal_mol=27.9
O -0.4331 -1.5118 0.0748
O -1.4920 1.0428 -0.5374
O 0.3653 2.3068 2.3586
C 0.0493 -2.1898 -1.0585
C 0.1479 1.7170 1.0687
C -1.3841 1.5804 0.7678
C 1.2704 -1.3543 -1.5406
H -1.9194 1.0892 1.5804
H -0.6592 -2.1322 0.7715
H -0.6630 -2.2495 -1.8814
H -1.1971 0.1333 -0.4513
H 0.6246 2.3977 0.3633
H 0.7085 0.8002 0.8858
H 1.3041 2.3946 2.5388
H 0.3503 -3.1835 -0.7269
H 2.1224 -1.5848 -0.9010
H 1.4604 -1.5654 -2.5930
H -1.7893 2.5896 0.6941
H 1.1340 -0.2804 -1.4135


Number 1: HOMO-LUMO gap 10.3975 eV. Number 2: HOMO-LUMO gap 10.5146 eV.